ORCA calculation (wB97M-V/def2-TZVPD) on a molecular structure, C22H51BInN4O2Si2.

The charge is +1. The HOMO-LUMO gap is 6.8 eV. The value obtained for the relative energy (zero: lowest compared OMol25 entry of this formula, charge and spin) is 44.98 kcal/mol. As for the total energy: -55295.542 eV. The HOMO energy is -11.6675 eV.

```
83
Properties=species:S:1:pos:R:3:mulliken_charge:R:1
O -1.091 -1.886 -1.171 -0.168
O 0.812 1.778 -5.115 -0.390
C -0.250 -2.919 -1.761 -0.228
C -0.988 -4.237 -1.747 -1.362
H 0.672 -2.971 -1.158 0.130
H 0.065 -2.649 -2.787 0.446
H -1.221 -4.517 -0.718 0.250
H -0.415 -5.043 -2.211 0.426
H -1.920 -4.152 -2.308 0.299
C -1.681 -0.933 -2.065 0.829
C -1.569 -1.122 -3.577 -1.472
H -1.247 0.032 -1.760 0.019
H -2.735 -0.904 -1.744 -0.440
H -0.613 -0.709 -3.937 0.344
H -2.385 -0.539 -4.031 0.420
H -1.696 -2.167 -3.892 0.403
C 0.363 2.634 -4.065 0.180
C 2.133 1.303 -4.894 0.278
C -1.051 3.109 -4.342 -1.208
H 1.020 3.515 -3.981 0.426
H 0.392 2.099 -3.102 -0.085
H -1.187 3.400 -5.391 0.328
H -1.266 3.975 -3.715 0.382
H -1.767 2.317 -4.097 0.174
C 2.692 0.692 -6.168 -1.381
H 2.116 0.534 -4.100 -0.088
H 2.806 2.117 -4.567 0.373
H 2.086 -0.160 -6.491 0.305
H 3.710 0.348 -5.993 0.394
H 2.722 1.428 -6.980 0.332
H 1.590 0.205 -0.028 -0.393
In -0.525 -0.461 1.740 1.155
C 2.186 -0.214 -0.863 -0.232
Si 3.532 0.531 0.305 0.457
H 2.056 -1.300 -0.920 0.409
H 1.856 0.279 -1.792 -0.049
C 4.823 -0.413 -0.639 -1.079
C 3.665 0.189 2.173 -0.935
C 3.200 2.359 0.041 -1.006
C -2.459 -1.433 1.547 -0.980
Si -3.697 -0.079 1.272 0.464
H -2.557 -1.994 2.501 0.668
H -2.316 -2.140 0.724 0.310
C -5.056 -0.895 0.268 -1.273
C -3.171 1.472 0.318 -0.810
C -4.279 0.444 2.982 -1.066
H 2.567 2.532 -0.846 0.224
H 4.203 2.772 -0.134 0.369
H 2.730 2.846 0.911 0.292
H 4.568 -1.485 -0.571 0.339
H 5.791 -0.171 -0.189 0.384
H 4.720 -0.070 -1.680 0.267
H 3.041 -0.622 2.589 0.201
H 3.468 1.084 2.792 0.239
H 4.723 -0.099 2.321 0.446
H -3.610 1.446 -0.694 0.393
H -2.081 1.598 0.203 -0.008
H -3.564 2.364 0.837 0.432
H -5.065 1.211 2.892 0.335
H -3.458 0.845 3.598 0.261
H -4.694 -0.444 3.487 0.303
H -6.008 -0.379 0.446 0.358
H -5.143 -1.942 0.587 0.354
H -4.824 -0.869 -0.805 0.316
B 1.304 0.212 4.953 0.245
N 0.285 1.256 4.367 -0.093
C -0.194 2.325 5.025 -0.171
C -0.999 3.074 4.152 -1.119
C -0.967 2.386 2.930 -0.248
N -0.225 1.256 3.081 -0.025
N 0.937 -1.255 4.540 0.111
C 1.034 -2.348 5.318 -0.121
C 0.648 -3.458 4.575 -1.190
C 0.315 -2.983 3.310 -0.208
N 0.480 -1.634 3.291 -0.047
H 1.216 0.276 6.169 -0.133
H 2.435 0.495 4.672 -0.102
H 0.056 2.498 6.056 0.498
H -1.526 3.972 4.356 0.453
H -1.431 2.663 1.998 0.573
H 1.354 -2.267 6.351 0.481
H 0.604 -4.484 4.905 0.417
H -0.047 -3.521 2.444 0.613
```